1.
{"formula": "C2H6Br2Si", "method": "ωB97M-V/def2-TZVPD", "orbital_gap_ev": [6.626, 6.628], "e_above_lowest_kj_mol": 370.4, "fmax_ev_per_a": 2.316, "homo_energy_ev": [-7.5, -7.5], "elements": ["C", "C", "Si", "Br", "Br", "H", "H", "H", "H", "H", "H"], "xyz": [[0.0024, -1.2818, -0.7942], [1.7446, 2.0698, 0.9170], [-1.4712, -0.2545, -0.3511], [-0.1318, 1.8493, 0.3896], [-2.8499, -1.5280, 1.1768], [0.8327, -0.6849, -1.1271], [0.3396, -1.8299, 0.0617], [-0.2648, -2.0333, -1.5362], [2.2001, 1.1314, 0.5284], [1.8411, 2.0036, 2.0403], [-2.2429, 0.5582, -1.3051]], "atomic_forces_ev_per_a": [[-0.744, -0.385, -0.474], [0.630, -0.941, 0.764], [0.447, 0.394, 2.222], [-1.192, -0.688, -0.215], [1.210, 1.302, -1.484], [0.181, 0.386, -0.355], [0.053, -0.249, 0.743], [0.071, 0.017, -0.205], [0.062, 0.596, -0.006], [-0.557, -0.021, -0.924], [-0.161, -0.412, -0.066]], "lowdin_charge": [-0.32, -0.51, 0.25, 0.56, 0.14, 0.02, 0.03, 0.03, -0.08, -0.06, -0.07]}

2.
{"formula": "C2H6BrClSi", "method": "ωB97M-V/def2-TZVPD", "orbital_gap_ev": 9.222, "e_above_lowest_kj_mol": 345.5, "fmax_ev_per_a": 3.672, "homo_energy_ev": -9.0, "elements": ["C", "C", "Si", "Cl", "Br", "H", "H", "H", "H", "H", "H"], "xyz": [[0.0015, 0.9706, -0.1030], [1.1597, 0.4985, -0.9067], [-1.3150, -0.9722, 0.9264], [-1.9687, -2.2552, -0.5277], [2.3606, -0.8896, 0.0466], [-0.7936, 1.4415, -0.6332], [0.4771, 1.6405, 0.6803], [1.1516, 0.0818, -1.8861], [1.7957, 1.4082, -0.8707], [-2.3815, -0.1189, 1.4427], [-0.4874, -1.8053, 1.8315]], "atomic_forces_ev_per_a": [[-0.346, -2.669, 2.498], [1.895, 0.957, 1.187], [2.204, 2.372, -1.309], [-0.078, 0.144, -0.074], [-0.835, 0.808, -0.380], [-0.411, 0.376, -0.547], [-1.317, -0.932, -0.509], [-0.773, -0.187, -0.576], [0.292, -0.927, -0.658], [-0.338, -0.313, 0.324], [-0.293, 0.370, 0.043]], "lowdin_charge": [-0.27, -0.62, 0.30, 0.18, 0.45, 0.02, 0.07, 0.03, 0.05, -0.11, -0.10]}

3.
{"formula": "C2H6BrLiO2", "method": "ωB97M-V/def2-TZVPD", "orbital_gap_ev": 8.110, "e_above_lowest_kj_mol": 0.0, "fmax_ev_per_a": 0.785, "homo_energy_ev": -9.5, "elements": ["Li", "Br", "C", "C", "O", "O", "H", "H", "H", "H", "H", "H"], "xyz": [[-5.4966, 8.7844, 5.0352], [-4.0815, 8.8140, 3.1289], [-2.7898, 12.7008, 3.7436], [-2.0704, 11.8890, 4.7954], [-1.5196, 10.6776, 4.3433], [-4.0607, 12.2029, 3.3628], [-2.1385, 12.8239, 2.8644], [-2.9491, 13.7054, 4.1519], [-2.7690, 11.7116, 5.6346], [-1.2432, 12.4795, 5.1978], [-2.2379, 10.1418, 3.9771], [-4.0131, 11.2465, 3.2089]], "atomic_forces_ev_per_a": [[0.476, 0.079, -0.619], [-0.500, -0.117, 0.574], [0.225, 0.372, -0.255], [-0.207, 0.114, 0.506], [0.001, -0.064, -0.172], [-0.051, -0.049, 0.281], [-0.059, -0.145, 0.093], [-0.133, -0.111, -0.043], [0.074, 0.045, -0.113], [0.000, -0.007, -0.088], [0.105, -0.207, -0.002], [0.069, 0.091, -0.159]], "lowdin_charge": [0.64, -0.21, -0.26, -0.28, -0.10, -0.11, 0.12, 0.12, 0.12, 0.12, -0.07, -0.08]}